The following is a quantum chemistry calculation of a 2-piece molecular cluster, CH7ClSi2 overall at a distorted geometry, from the OMol25 dataset.

XYZ file:
```
11
Properties=species:S:1:pos:R:3:forces:R:3:lowdin_charge:R:1
C -1.22774 0.55129 -0.85410 1.926 -1.612 -1.590 -0.45
Si -0.34517 2.05019 -0.04072 -0.371 0.102 -0.424 0.57
Si 2.98501 -0.80874 0.33727 1.222 -2.137 3.523 0.10
Cl 2.56726 1.06772 0.09290 -0.824 2.852 -0.480 0.23
H -1.34699 0.56453 -1.97744 0.129 0.736 1.011 0.01
H -0.38686 -0.27779 -0.82288 -1.294 1.210 0.393 0.03
H -2.12831 0.06419 -0.52187 -0.279 -0.059 0.742 -0.01
H -0.47843 1.68659 1.43582 -0.103 -0.309 -0.165 -0.18
H 2.19369 -1.41345 1.48547 0.100 0.370 -0.667 -0.08
H 4.38376 -0.81826 0.90940 -0.390 -0.203 -0.673 -0.09
H 2.72907 -1.54046 -0.81242 -0.116 -0.950 -1.670 -0.13
```
Positions in Å, forces in eV/Å.

As for the gap between HOMO and LUMO: 7.9 eV. The strongest force on any atom comes out at 4.30 eV/Å. The value obtained for the relative energy (zero: lowest compared OMol25 entry of this formula, charge and spin) is 205.0 kJ/mol. As for the LUMO energy: -0.174 eV. The HOMO energy comes out at -8.0555 eV.

=====

The following is a quantum chemistry calculation of C22H33N5O5S in the gas phase at a distorted geometry, from the OMol25 dataset.

XYZ file:
```
66
Properties=species:S:1:pos:R:3:forces:R:3:lowdin_charge:R:1
C -2.54927 0.93686 3.68656 -0.125 0.026 -0.246 -0.11
C -2.61774 0.64152 2.19389 0.279 -0.084 0.093 -0.26
C -1.48323 -0.28288 1.76088 -0.299 0.042 -0.115 -0.18
C -1.61276 -0.65158 0.28232 -0.238 0.460 0.459 -0.13
N -0.54676 -1.51565 -0.21265 -0.063 -0.505 -0.161 0.04
C 0.71290 -1.07159 -0.37711 0.105 0.013 -0.050 -0.40
O 1.62195 -1.78880 -0.78721 0.257 0.029 0.167 0.06
C 0.98204 0.38258 -0.13626 0.213 0.220 -0.105 -0.14
C 0.56852 1.32382 -1.07451 0.041 -0.039 0.160 -0.01
C 0.90632 2.65662 -0.91228 -0.067 0.047 -0.135 -0.04
C 1.65719 3.03782 0.18259 0.232 0.602 0.060 -0.26
S 2.05271 4.77734 0.40950 -0.174 0.137 0.029 0.67
O 3.11010 4.87324 1.37092 -0.140 -0.262 0.160 -0.28
O 2.23127 5.35960 -0.88765 -0.245 -0.167 -0.082 -0.28
N 0.70085 5.46458 1.07978 1.002 -0.231 -0.490 -0.25
C 0.45898 5.19784 2.47781 -0.011 -0.256 0.582 -0.24
C -0.47351 4.01912 2.75551 0.108 0.250 -0.084 -0.07
C -0.41003 5.72662 0.19504 -0.337 0.146 -0.450 -0.27
C -1.16033 6.99925 0.57420 0.188 -0.286 0.000 -0.07
C 2.09857 2.10977 1.10629 0.109 -0.061 0.098 -0.05
C 1.76926 0.77506 0.94133 -0.076 0.015 -0.123 0.00
C -0.88460 -2.87313 -0.49557 0.241 -0.056 -0.138 -0.07
C -0.60172 -3.46034 -1.71336 -0.255 0.444 0.442 -0.20
N 0.02954 -2.76898 -2.70232 -0.067 -0.232 -0.255 0.19
N -1.01872 -4.74543 -1.98343 0.029 -0.004 -0.134 0.06
C -0.67584 -5.42310 -3.22782 0.250 -0.246 -0.359 -0.15
C 0.78348 -5.89052 -3.26601 -0.166 -0.056 0.132 -0.22
C 1.09325 -6.86156 -2.13302 0.006 0.082 -0.163 -0.09
C -1.74828 -5.49725 -1.07302 -0.101 0.214 0.129 -0.48
O -2.16900 -6.60271 -1.32323 -0.080 -0.362 -0.001 0.08
N -1.95463 -4.89153 0.13054 -0.192 -0.167 0.340 0.22
C -1.54776 -3.62355 0.53960 0.243 -0.187 -0.404 -0.40
O -1.78196 -3.26676 1.67713 -0.090 0.085 0.157 0.07
H -3.34970 1.61082 3.98213 -0.051 0.073 0.123 0.07
H -2.64629 0.01563 4.25515 0.005 -0.082 0.126 0.07
H -1.59826 1.39843 3.94088 0.117 0.061 0.086 0.06
H -3.57530 0.17024 1.96382 -0.079 0.025 -0.081 0.11
H -2.56218 1.57728 1.63081 -0.084 0.041 -0.067 0.10
H -1.51266 -1.19915 2.34910 0.093 0.070 -0.035 0.10
H -0.52727 0.21129 1.93839 -0.006 0.011 0.044 0.10
H -2.55449 -1.18109 0.13028 0.088 0.062 -0.063 0.14
H -1.63450 0.26029 -0.32230 -0.136 -0.111 0.033 0.12
H 0.00059 1.01118 -1.93918 -0.077 -0.023 -0.066 0.13
H 0.61778 3.40149 -1.63640 -0.059 0.034 -0.155 0.12
H 1.44432 5.00991 2.90615 -0.179 0.122 0.220 0.11
H 0.05486 6.10346 2.94062 0.119 -0.034 -0.032 0.12
H -1.48335 4.22928 2.41130 -0.152 -0.046 -0.019 0.07
H -0.11657 3.11796 2.26233 -0.046 -0.117 0.006 0.06
H -0.51179 3.83911 3.82653 -0.049 -0.054 0.106 0.08
H 0.03568 5.85017 -0.79282 -0.268 -0.014 -0.006 0.11
H -1.10578 4.87510 0.16478 0.062 0.045 -0.044 0.11
H -0.46107 7.82530 0.66537 0.050 0.124 0.012 0.08
H -1.88607 7.23643 -0.19922 -0.097 0.023 -0.028 0.08
H -1.68793 6.87902 1.51691 -0.096 0.055 0.103 0.07
H 2.70888 2.44588 1.92955 0.086 -0.039 0.124 0.12
H 2.12113 0.03236 1.64140 0.043 -0.056 0.077 0.13
H 0.27901 -3.29317 -3.52499 -0.046 0.045 0.063 0.09
H 0.78688 -2.18143 -2.36237 -0.018 -0.055 0.045 0.08
H -1.32684 -6.30034 -3.26666 0.085 0.248 -0.091 0.12
H -0.92004 -4.78359 -4.08079 -0.050 -0.030 0.079 0.12
H 0.94579 -6.38234 -4.22699 0.016 0.068 -0.051 0.11
H 1.47074 -5.04377 -3.20248 0.009 0.010 -0.105 0.10
H 0.38822 -7.68882 -2.13546 -0.045 -0.109 0.044 0.08
H 1.02939 -6.36085 -1.16940 0.015 -0.010 0.131 0.08
H 2.09915 -7.25829 -2.24240 0.086 -0.039 0.062 0.07
H -2.44494 -5.44396 0.82530 0.086 0.093 -0.156 0.17
```
Positions in Å, forces in eV/Å.

As for the gap between HOMO and LUMO: 9.0 eV. The strongest force on any atom comes out at 1.14 eV/Å. The value obtained for the relative energy (zero: lowest compared OMol25 entry of this formula, charge and spin) is 15.5 kJ/mol. As for the LUMO energy: 0.399 eV. The HOMO energy comes out at -8.5909 eV. Its SMILES is CCCCN(C(=O)c1ccc(S(=O)(=O)N(CC)CC)cc1)c1c(N)n(CCC)c(=O)[nH]c1=O.

=====

The following is a quantum chemistry calculation of a 12-piece molecular cluster, C28H79N7O12 overall at a distorted geometry, from the OMol25 dataset.

XYZ file:
```
126
Properties=species:S:1:pos:R:3:forces:R:3:lowdin_charge:R:1
C -3.84641 -5.99992 0.63452 -1.229 0.085 0.237 -0.04
C -2.93234 -4.79397 0.59124 0.549 0.451 0.159 -0.50
C -2.63599 -4.25216 1.99483 0.594 -0.709 0.205 -0.05
C -1.61693 -5.25319 -0.03237 1.414 -0.641 -0.472 -0.14
C -0.73350 -4.14279 -0.57296 -0.853 0.315 0.630 -0.17
C -1.52767 -3.31229 -1.56448 1.175 0.843 -0.203 -0.14
C -2.84352 -2.73366 -1.03156 0.740 -0.296 0.774 -0.49
C -2.47630 -1.50976 -0.16687 -0.404 0.832 -0.538 -0.03
C -3.66730 -2.26654 -2.22586 0.413 0.657 0.035 -0.02
N -3.54883 -3.73687 -0.22663 -0.299 -0.962 -1.329 -0.10
O -4.76117 -3.26832 0.31158 0.500 0.269 0.272 0.00
H -4.23818 -6.23232 -0.35712 0.484 -0.135 -0.142 0.09
H -3.35695 -6.86250 1.08507 0.065 -0.017 -0.065 0.09
H -4.76517 -5.79309 1.19621 0.259 0.062 0.230 0.08
H -2.07204 -4.95274 2.62334 -0.363 -0.419 -0.224 0.10
H -1.94284 -3.41010 1.96292 -0.586 -0.224 -0.484 0.03
H -3.55822 -4.02633 2.53197 0.099 0.236 -0.030 0.09
H -0.99461 -5.79817 0.69102 -0.520 0.042 0.329 0.12
H -1.73569 -6.00356 -0.82456 -0.558 0.253 -0.083 0.12
H -0.44917 -3.49351 0.26837 0.030 0.006 -0.117 0.10
H 0.21571 -4.50767 -0.96163 -0.149 -0.152 -0.238 0.10
H -1.62205 -3.75422 -2.55994 -0.276 -0.453 0.234 0.13
H -0.88994 -2.43377 -1.73095 -0.231 0.042 -0.291 0.09
H -1.67865 -1.63626 0.56380 -0.197 -0.414 0.135 0.06
H -3.39078 -1.11627 0.29224 0.207 -0.013 0.289 0.08
H -2.12480 -0.68885 -0.80150 -0.032 -0.069 -0.183 0.08
H -4.50666 -1.65960 -1.89040 -0.281 -0.256 -0.175 0.08
H -3.94453 -3.05803 -2.91780 -0.302 -0.241 0.352 0.09
H -3.02562 -1.59854 -2.81245 -0.041 0.085 0.080 0.08
H -4.50623 -2.63396 1.00867 -0.275 -0.171 -0.113 0.08
N -1.62663 1.76020 -3.23635 -1.109 -0.081 0.515 0.16
C -2.98635 1.82739 -3.41207 -1.213 -0.423 -0.834 -0.63
N -3.70895 1.98300 -2.22360 1.138 -0.040 -1.053 0.16
O -3.56682 1.72981 -4.50800 1.066 0.338 1.500 -0.01
H -1.03302 1.70347 -4.03739 -0.057 -0.030 -0.154 0.09
H -1.23447 1.79996 -2.29790 0.323 0.056 -0.346 0.04
H -4.70621 2.02415 -2.25996 -0.120 -0.116 -0.162 0.10
H -3.23737 1.91713 -1.34438 -0.103 -0.002 -0.126 0.01
N 1.45257 0.35302 -0.67060 -1.154 0.293 0.831 0.20
C 0.45096 1.13138 -0.15652 -0.459 -0.369 -1.547 -0.56
N 0.07638 0.84173 1.12189 -0.026 0.407 -0.954 0.19
O -0.13679 2.02845 -0.84127 1.324 -1.485 1.273 -0.08
H 1.64555 -0.53691 -0.19365 0.423 0.636 -0.351 0.06
H 1.71974 0.50997 -1.62758 -0.234 -0.312 -0.191 0.08
H -0.59182 1.46437 1.53907 -0.297 -0.074 0.061 0.06
H 0.33726 -0.01265 1.57816 0.273 0.028 0.096 0.09
N 2.28043 -2.29201 3.22654 0.878 -0.173 -0.682 0.19
C 2.94237 -2.09693 2.03779 -0.530 0.960 -0.570 -0.60
N 4.30559 -2.23382 2.07477 -1.153 -0.130 -0.603 0.17
O 2.38615 -1.73930 0.97188 0.251 -0.811 1.644 -0.04
H 1.33589 -2.00632 3.42767 0.061 0.043 -0.160 0.05
H 2.82533 -2.61669 4.00116 -0.083 0.033 0.262 0.10
H 4.82803 -2.41609 2.90266 0.196 -0.062 0.181 0.10
H 4.74122 -2.11852 1.17441 0.352 0.044 0.095 0.10
C -3.45188 2.28632 0.75005 0.479 0.097 -0.330 -0.09
C -3.31175 2.57303 2.24040 0.101 0.504 -1.121 -0.24
O -1.94121 2.70902 2.60961 0.030 -0.590 0.197 -0.11
H -3.01315 1.33514 0.43865 -0.161 -0.323 0.510 0.05
H -2.88280 2.99318 0.13950 -0.153 0.430 0.350 0.06
H -4.49090 2.31927 0.41629 -0.017 -0.041 0.172 0.09
H -3.78129 1.74747 2.77338 0.170 0.230 0.478 0.12
H -3.79723 3.53312 2.43264 -0.305 -0.272 0.337 0.12
H -1.63641 3.63000 2.55517 -0.013 0.100 -0.157 0.07
C 4.95143 0.40119 -3.04253 0.028 0.536 -1.079 -0.09
C 5.77433 -0.61194 -2.28025 -1.314 -0.290 0.571 -0.29
O 5.63686 -0.44185 -0.86667 0.258 -0.094 0.272 -0.10
H 3.90130 0.47456 -2.75456 0.124 -0.351 0.408 0.05
H 4.89813 0.14389 -4.10807 0.175 -0.119 0.109 0.08
H 5.35063 1.41874 -3.02524 0.216 -0.065 0.273 0.08
H 6.82400 -0.65445 -2.58145 -0.019 0.304 0.099 0.11
H 5.33716 -1.60225 -2.46552 0.242 0.035 -0.216 0.10
H 5.22749 0.40476 -0.63326 0.474 -0.059 -0.426 0.03
C 3.75461 1.19845 1.33443 -0.608 0.183 0.251 -0.08
C 3.89072 2.19187 0.22197 0.253 1.243 -0.453 -0.31
O 5.27753 2.53785 0.06002 0.031 -0.198 0.200 -0.08
H 4.04178 1.63396 2.29079 0.486 0.069 -0.159 0.07
H 4.30279 0.27611 1.15792 -0.141 -0.014 0.070 0.06
H 2.68529 1.01237 1.46339 0.199 -0.414 -0.154 0.05
H 3.31942 3.10096 0.46572 0.039 -0.086 0.110 0.12
H 3.50570 1.89156 -0.75845 -0.077 -0.464 0.291 0.08
H 5.35586 3.22172 -0.61210 -0.100 -0.025 -0.030 0.09
C 0.43131 4.27134 -4.00283 0.024 -0.340 0.205 -0.09
C 1.89780 3.93655 -3.82038 0.044 -0.147 -0.110 -0.31
O 2.32341 4.25369 -2.50292 0.370 0.408 0.046 -0.09
H 0.25123 5.34006 -3.89024 0.131 0.058 -0.079 0.08
H -0.12639 3.76270 -3.21476 -0.158 0.006 -0.140 0.03
H 0.04061 3.94542 -4.96764 0.021 0.013 -0.016 0.08
H 2.49857 4.47328 -4.55876 0.170 0.315 0.390 0.11
H 2.15345 2.88577 -3.99823 -0.475 -0.206 -0.111 0.10
H 1.61645 4.02913 -1.88512 -0.005 -0.182 -0.175 0.04
C 1.78181 -2.55861 -2.70236 0.715 -0.127 1.257 -0.08
C 1.06945 -1.68976 -3.70997 -0.052 -0.019 0.815 -0.28
O 1.66395 -0.38507 -3.67373 0.376 -0.052 -0.350 -0.11
H 1.67331 -2.24862 -1.65593 -0.231 0.442 -0.222 0.05
H 2.86570 -2.54253 -2.85037 -0.066 -0.003 -0.336 0.08
H 1.48665 -3.60616 -2.63345 -0.264 0.021 -0.713 0.07
H 0.03235 -1.52362 -3.41317 -0.212 -0.538 -0.357 0.10
H 1.17070 -2.17601 -4.68148 -0.233 0.334 -0.221 0.12
H 1.28917 0.12257 -4.39998 0.040 0.044 0.027 0.08
C 2.25884 1.52814 4.43981 -0.832 0.246 -0.703 -0.07
C 1.04130 2.15144 3.75432 0.215 0.009 0.509 -0.31
O -0.04808 1.25622 3.94379 -0.658 -0.072 -0.089 -0.13
H 3.11474 2.17096 4.24334 0.234 -0.298 0.061 0.07
H 2.34058 0.53641 3.98937 0.575 0.013 0.154 0.06
H 2.10634 1.42290 5.51151 -0.073 0.052 0.031 0.08
H 1.20055 2.27874 2.67688 0.257 0.098 0.220 0.09
H 0.83483 3.13788 4.19360 -0.179 -0.123 -0.057 0.12
H -0.84160 1.62714 3.49335 0.444 0.033 0.521 0.05
C -2.33979 -1.52580 3.29404 0.255 1.250 -0.128 -0.08
C -1.04334 -2.25081 3.63197 -0.317 -0.044 0.061 -0.33
O -0.36379 -1.59949 4.69463 0.035 -0.315 -0.388 -0.08
H -2.06044 -0.58880 2.79459 0.036 0.079 -0.001 0.06
H -2.85287 -1.19420 4.19601 -0.200 -0.439 0.100 0.09
H -2.99193 -2.01832 2.57727 0.014 0.064 0.563 0.03
H -0.40904 -2.27474 2.73444 -0.027 -0.079 -0.139 0.09
H -1.19928 -3.28966 3.91637 -0.029 0.093 0.233 0.11
H -0.36501 -0.66806 4.44596 0.293 0.638 0.307 0.04
C -0.59719 4.77111 -0.39231 -0.044 0.058 -0.147 -0.09
C -1.33330 5.59582 0.64935 1.480 0.081 -0.374 -0.26
O -0.83875 5.23642 1.95685 -0.610 -0.167 0.146 -0.10
H -0.64276 3.70638 -0.15180 -0.197 0.435 -0.186 0.03
H 0.46465 5.02337 -0.47294 0.005 0.234 0.448 0.08
H -0.96723 4.94954 -1.40657 -0.363 -0.137 0.140 0.08
H -2.40447 5.42390 0.59787 -0.097 0.078 0.218 0.11
H -1.08307 6.64667 0.50150 -0.552 0.173 -0.073 0.11
H -0.15054 5.85690 2.20090 0.058 -0.048 0.091 0.09
```
Positions in Å, forces in eV/Å.

As for the gap between HOMO and LUMO: 8.5 eV. The strongest force on any atom comes out at 2.36 eV/Å. The value obtained for the relative energy (zero: lowest compared OMol25 entry of this formula, charge and spin) is 0.0 kJ/mol. As for the LUMO energy: 0.379 eV. The HOMO energy comes out at -8.1600 eV. Its SMILES is CC1(C)CCCC(C)(C)N1O.NC(N)=O.NC(N)=O.NC(N)=O.CCO.CCO.CCO.CCO.CCO.CCO.CCO.CCO.